Run P
DFT (the ωB97M-V functional and the def2-TZVPD basis) results for a 2-piece molecular cluster, C4H13ClSi2 overall.

CARTESIAN COORDINATES (ANGSTROEM)
C1 -0.462 1.551 2.199
C2 -2.001 -2.419 -0.273
C3 -0.459 1.798 0.614
C4 -1.807 -1.069 0.324
Si1 3.652 0.371 -2.025
Si2 -0.203 -0.072 -0.087
Cl1 2.178 -0.180 -3.474
H1 -1.228 0.821 2.422
H2 0.484 0.959 2.335
H3 -0.312 2.474 2.770
H4 -1.314 -3.282 0.044
H5 -3.057 -2.811 -0.091
H6 -1.847 -2.476 -1.368
H7 0.441 2.350 0.452
H8 -1.314 2.341 0.199
H9 -1.897 -1.279 1.444
H10 -2.723 -0.394 0.201
H11 3.948 1.841 -2.159
H12 3.090 -0.269 -0.837
H13 4.830 -0.256 -2.689

Results
E_LUMO = -0.0132 Ha
Frontier orbital gap = 0.272 Ha
HOMO energy = -7.771 eV

These are the Löwdin partial charges, in e, on atoms 1 to 5:
1. C -0.18
2. C -0.26
3. C -0.42
4. C -0.51
5. Si 0.24



Run Q
DFT (the ωB97M-V functional and the def2-TZVPD basis) results for a 2-piece molecular cluster, C4H13ClSi2 overall.

CARTESIAN COORDINATES (ANGSTROEM)
C1 3.000 -0.636 -0.147
C2 -0.648 2.094 0.361
C3 1.733 -0.789 0.593
C4 -0.531 0.939 1.343
Si1 -2.692 -1.146 -1.518
Si2 1.299 0.679 1.798
Cl1 -3.601 -1.928 0.039
H1 2.877 0.150 -0.814
H2 3.740 -0.518 0.550
H3 3.006 -1.588 -0.640
H4 -0.004 1.711 -0.448
H5 -1.598 2.149 -0.127
H6 -0.224 3.101 0.598
H7 1.802 -1.731 1.204
H8 0.951 -0.941 -0.310
H9 -0.944 0.015 0.972
H10 -1.005 1.162 2.256
H11 -2.052 -2.149 -2.318
H12 -3.528 -0.466 -2.351
H13 -1.580 -0.109 -1.042

Results
E_LUMO = -0.0112 Ha
Frontier orbital gap = 0.280 Ha
HOMO energy = -7.918 eV

These are the Löwdin partial charges, in e, on atoms 1 to 5:
1. C -0.23
2. C -0.21
3. C -0.49
4. C -0.50
5. Si 0.13



Short version: run P is the most stable of them.



Run P
DFT (the ωB97M-V functional and the def2-TZVPD basis) results for one molecule with the formula C3H6O.

CARTESIAN COORDINATES (ANGSTROEM)
C1 0.630 0.645 1.100
C2 -0.114 -0.373 0.259
C3 -0.585 -0.010 -0.935
O1 -1.159 -0.850 -1.859
H1 1.579 0.921 0.646
H2 0.057 1.510 1.209
H3 0.838 0.256 2.096
H4 -0.005 -1.435 0.444
H5 -0.524 1.039 -1.210
H6 -0.716 -1.702 -1.751

Results
Structure (SMILES) = C/C=C/O
E_LUMO = 0.0381 Ha
Frontier orbital gap = 0.363 Ha
HOMO energy = -8.848 eV

These are the Löwdin partial charges, in e, on atoms 1 to 5:
1. C -0.11
2. C -0.15
3. C -0.23
4. O -0.01
5. H 0.07



Run Q
DFT (the ωB97M-V functional and the def2-TZVPD basis) results for a 2-piece molecular cluster, C3H6O overall.

CARTESIAN COORDINATES (ANGSTROEM)
O1 1.747 -0.505 0.565
C1 0.632 -0.172 0.233
C2 -0.233 0.999 0.033
C3 -0.792 -0.366 0.540
H1 -0.627 1.354 -0.919
H2 -0.001 1.773 0.754
H3 -1.528 -0.851 -0.100
H4 -0.938 -0.513 1.603
H5 1.195 -0.925 -1.176
H6 0.545 -0.793 -1.533

Results
Structure (SMILES) = O=C1CC1.[H][H]
E_LUMO = 0.0314 Ha
Frontier orbital gap = 0.369 Ha
HOMO energy = -9.192 eV

These are the Löwdin partial charges, in e, on atoms 1 to 5:
1. O 0.03
2. C -0.58
3. C -0.06
4. C -0.06
5. H 0.11



Run R
DFT (the ωB97M-V functional and the def2-TZVPD basis) results for a 2-piece molecular cluster, C3H6O overall.

CARTESIAN COORDINATES (ANGSTROEM)
C1 0.372 1.059 0.160
C2 -0.619 0.071 0.708
C3 0.637 -0.402 0.071
O1 0.092 -1.036 -2.241
H1 -0.085 1.390 -0.701
H2 0.827 1.690 0.871
H3 -0.748 -0.158 1.778
H4 -1.675 -0.129 0.305
H5 1.529 -1.062 -0.052
H6 -0.454 -1.858 -2.090

Results
E_LUMO (alpha / beta) = -0.0045 / -0.0312 Ha
Frontier orbital gap (alpha / beta) = 0.375 / 0.289 Ha
HOMO energy (alpha / beta) = -10.319 / -8.723 eV

These are the Löwdin partial charges, in e, on atoms 1 to 5:
1. C -0.13
2. C -0.18
3. C 0.01
4. O -0.22
5. H 0.08



Run S
DFT (the ωB97M-V functional and the def2-TZVPD basis) results for a 2-piece molecular cluster, C3H6O overall.

CARTESIAN COORDINATES (ANGSTROEM)
C1 1.621 -0.826 0.205
C2 1.547 0.485 0.134
O1 1.493 1.649 0.072
H1 0.714 -1.405 0.337
H2 2.593 -1.303 0.158
C3 -1.650 0.293 -0.146
H3 -1.109 0.989 0.501
H4 -2.265 -0.372 0.466
H5 -2.287 0.863 -0.826
H6 -0.943 -0.298 -0.737

Results
Structure (SMILES) = C=C=O.C
E_LUMO = 0.0337 Ha
Frontier orbital gap = 0.378 Ha
HOMO energy = -9.368 eV

These are the Löwdin partial charges, in e, on atoms 1 to 5:
1. C 0.00
2. C -0.30
3. O 0.16
4. H 0.05
5. H 0.06



Short version: run P is the most stable of them.



Run P
DFT (the ωB97M-V functional and the def2-TZVPD basis) results for one molecule with the formula C3H6O.

CARTESIAN COORDINATES (ANGSTROEM)
C1 -1.217 0.287 0.221
C2 0.041 -0.227 -0.433
C3 2.050 -0.259 0.760
O1 0.861 -0.775 0.627
H1 -1.757 -0.522 0.715
H2 -1.848 0.745 -0.542
H3 -0.963 1.047 0.970
H4 -0.110 -0.973 -1.214
H5 2.323 0.066 -0.291
H6 0.618 0.612 -0.814

Results
E_LUMO = 0.0245 Ha
Frontier orbital gap = 0.338 Ha
HOMO energy = -8.539 eV

These are the Löwdin partial charges, in e, on atoms 1 to 5:
1. C -0.07
2. C -0.25
3. C 0.04
4. O -0.19
5. H 0.08



Run Q
DFT (the ωB97M-V functional and the def2-TZVPD basis) results for a 2-piece molecular cluster, C3H6O overall.

CARTESIAN COORDINATES (ANGSTROEM)
C1 -1.594 -1.351 -1.806
C2 -1.789 -0.406 -1.048
H1 -0.965 -2.060 -2.464
H2 -2.178 0.343 -0.540
C3 0.787 0.532 0.745
O1 1.848 1.284 1.315
H3 0.452 1.061 -0.104
H4 1.117 -0.480 0.412
H5 0.020 0.346 1.555
H6 2.303 0.732 1.937

Results
Structure (SMILES) = C#C.CO
E_LUMO = 0.0345 Ha
Frontier orbital gap = 0.413 Ha
HOMO energy = -10.296 eV

These are the Löwdin partial charges, in e, on atoms 1 to 5:
1. C 0.00
2. C -0.01
3. H 0.07
4. H -0.03
5. C -0.18



Run R
DFT (the ωB97M-V functional and the def2-TZVPD basis) results for one molecule with the formula C3H6O.

CARTESIAN COORDINATES (ANGSTROEM)
C1 0.924 -0.954 -0.014
C2 -0.551 0.817 -0.696
C3 -0.416 -0.234 0.342
O1 -0.919 1.961 -0.119
H1 -1.089 2.641 -0.789
H2 0.880 -1.362 -1.023
H3 1.781 -0.290 0.090
H4 1.054 -1.784 0.683
H5 -0.427 0.141 1.372
H6 -1.237 -0.935 0.155

Results
E_LUMO = 0.0364 Ha
Frontier orbital gap = 0.348 Ha
HOMO energy = -8.479 eV

These are the Löwdin partial charges, in e, on atoms 1 to 5:
1. C -0.12
2. C -0.10
3. C -0.28
4. O 0.00
5. H 0.10



Short version: run R is the most stable of them.



Run P
DFT (the ωB97M-V functional and the def2-TZVPD basis) results for a 2-piece molecular cluster, C3H6O overall.

CARTESIAN COORDINATES (ANGSTROEM)
C1 2.222 0.469 -0.103
C2 3.251 -0.105 -0.023
H1 1.037 0.463 0.102
H2 4.188 -0.515 -0.094
C3 -2.098 0.151 -0.009
O1 -0.712 -0.128 -0.243
H3 -2.258 1.216 -0.093
H4 -2.729 -0.401 -0.721
H5 -2.382 -0.168 0.984
H6 -0.520 -0.984 0.200

Results
Structure (SMILES) = C#C.CO
E_LUMO = 0.0303 Ha
Frontier orbital gap = 0.410 Ha
HOMO energy = -10.320 eV

These are the Löwdin partial charges, in e, on atoms 1 to 5:
1. C -0.04
2. C -0.03
3. H 0.06
4. H -0.02
5. C -0.13



Run Q
DFT (the ωB97M-V functional and the def2-TZVPD basis) results for one molecule with the formula C3H6O.

CARTESIAN COORDINATES (ANGSTROEM)
C1 0.055 0.746 0.072
C2 0.955 -0.472 -0.017
O1 -0.176 -1.361 -0.143
C3 -1.103 -0.252 -0.021
H1 0.124 1.418 -0.790
H2 0.221 1.318 0.982
H3 1.802 -0.106 -0.809
H4 1.612 -0.795 0.794
H5 -1.738 -0.166 -0.913
H6 -1.742 -0.331 0.868

Results
Structure (SMILES) = C1COC1
E_LUMO = 0.0424 Ha
Frontier orbital gap = 0.392 Ha
HOMO energy = -9.527 eV

These are the Löwdin partial charges, in e, on atoms 1 to 5:
1. C -0.16
2. C -0.23
3. O -0.12
4. C -0.18
5. H 0.10



Run R
DFT (the ωB97M-V functional and the def2-TZVPD basis) results for one molecule with the formula C3H6O.

CARTESIAN COORDINATES (ANGSTROEM)
C1 0.826 1.171 0.150
C2 -0.653 0.216 0.322
O1 0.161 0.166 1.342
C3 -0.820 -1.139 -0.340
H1 1.826 0.911 0.526
H2 0.840 0.933 -0.923
H3 0.531 2.191 0.357
H4 -1.088 -1.047 -1.397
H5 0.050 -1.799 -0.208
H6 -1.674 -1.603 0.171

Results
E_LUMO = 0.0256 Ha
Frontier orbital gap = 0.311 Ha
HOMO energy = -7.765 eV

These are the Löwdin partial charges, in e, on atoms 1 to 5:
1. C -0.03
2. C -0.29
3. O -0.07
4. C -0.10
5. H 0.09



Short version: run Q is the most stable of them.